1.
Density functional theory data (wB97M-V/def2-TZVPD) for C2H3FSi as an isolated structure at a distorted geometry.

Geometry as XYZ:
```
7
C2H3FSi, DFT wB97M-V/def2-TZVPD
C -1.49 -1.17 -0.87
C -0.69 -0.46 -0.26
F 0.22 1.14 1.94
Si 0.69 0.68 0.40
H -1.97 -2.04 -1.15
H 0.84 1.96 -0.54
H 2.40 -0.10 0.49
```

The HOMO energy comes out at -10.711 eV. As for the net charge: 0. Its HOMO-LUMO gap is 11.17 eV.

Atom charges from the Mulliken analysis, given in e for atoms 1 to 4:
1. C 0.26
2. C -0.67
3. F -0.30
4. Si 0.40

2.
Density functional theory data (wB97M-V/def2-TZVPD) for C2H3HgLiO2 as an isolated structure at a distorted geometry.

Geometry as XYZ:
```
9
C2H3HgLiO2, DFT wB97M-V/def2-TZVPD
H -3.29 -0.73 -1.62
O -5.13 -2.02 -0.96
C -3.86 -1.56 -0.78
C -3.01 -2.44 -0.19
O -3.47 -3.58 0.37
Li -5.32 -3.44 -2.12
Hg -5.36 -3.28 0.53
H -3.80 0.18 -0.21
H -1.93 -2.35 -0.34
```

The HOMO energy (spin up / spin down) comes out at -5.833 / -5.735 eV. As for the net charge: 0. Its HOMO-LUMO gap (spin up / spin down) is 4.27 / 4.06 eV.

Atom charges from the Mulliken analysis, given in e for atoms 1 to 4:
1. H 0.32
2. O -0.73
3. C -0.32
4. C 0.12

3.
Density functional theory data (wB97M-V/def2-TZVPD) for C2H3HoO2 as an isolated structure at a distorted geometry.

Geometry as XYZ:
```
8
C2H3HoO2, DFT wB97M-V/def2-TZVPD
O 0.81 -0.60 -0.22
C 0.02 0.34 0.09
Ho -1.03 -0.75 -1.86
O -0.04 0.73 1.35
C 1.04 0.39 2.24
H 0.85 0.96 3.15
H 1.04 -0.68 2.46
H 2.00 0.66 1.79
```

The spin multiplicity is 5. The HOMO energy (spin up / spin down) comes out at -20.400 / -19.886 eV. As for the net charge: +2. As for the expectation value of S²: 6.01. Its HOMO-LUMO gap (spin up / spin down) is 10.00 / 7.39 eV.

Atom charges from the Mulliken analysis, given in e for atoms 1 to 4:
1. O -0.40
2. C 0.53
3. Ho 1.78
4. O -0.23

4.
Density functional theory data (wB97M-V/def2-TZVPD) for a 2-piece molecular cluster, C2H3I2NO2P overall at a distorted geometry.

Geometry as XYZ:
```
11
C2H3I2NO2P, DFT wB97M-V/def2-TZVPD
C -0.83 0.31 -1.92
C -1.37 -0.40 0.50
N -0.22 -0.67 0.85
O 0.03 1.08 -1.70
O -1.62 -0.41 -2.31
P 1.46 -0.22 0.61
I -2.34 1.72 0.68
I 4.04 0.47 0.18
H -2.24 -1.11 0.29
H 1.99 -1.39 1.13
H 1.10 0.62 1.68
```

The HOMO energy comes out at -3.908 eV. As for the net charge: -1. Its HOMO-LUMO gap is 6.70 eV.

Atom charges from the Mulliken analysis, given in e for atoms 1 to 4:
1. C 0.76
2. C -0.30
3. N -0.37
4. O -0.38

The energy results, record by record, are as follows: -12715.991, -10589.014, -31993.753, -33199.326 eV.
The relative energy (zero: lowest compared OMol25 entry of this formula, charge and spin) results, record by record, are as follows: 1.124, 3.010, 0.000, 0.711 eV.